Record 1
Density functional theory data (wB97M-V/def2-TZVPD) for one molecule with the formula C10H12O2S.

The geometry in XYZ format:
```
25
Properties=species:S:1:pos:R:3:forces:R:3
C -2.453 0.856 0.493 0.10 -1.23 0.54
C -1.214 1.392 0.765 0.43 0.44 0.01
C -1.359 -1.211 -0.326 -2.80 2.01 -1.33
C -2.552 -0.471 -0.004 1.50 0.05 -1.09
C -0.069 0.680 0.350 -0.24 2.99 2.09
C -0.159 -0.535 -0.171 0.10 -3.02 -1.61
C 2.152 0.342 -0.035 2.30 0.56 -0.49
C -3.907 -1.082 -0.166 1.26 -0.85 1.35
C 2.495 0.981 -1.376 -2.34 1.76 -0.28
C 3.400 0.050 0.849 -3.66 -1.10 0.87
O 1.628 -2.176 0.745 0.01 -0.38 -0.76
O 1.174 1.205 0.585 0.33 -1.14 -0.19
S 1.415 -1.337 -0.472 -0.18 0.77 2.01
H -3.360 1.395 0.800 0.40 -0.26 -0.24
H -1.126 2.330 1.337 0.13 -0.45 -0.62
H -1.546 -1.990 -1.095 0.68 -0.16 1.24
H -3.790 -2.136 0.121 -0.62 0.34 0.46
H -4.493 -0.469 0.467 -1.15 -0.20 1.16
H -4.462 -1.110 -1.049 -0.11 0.35 -2.17
H 1.489 0.842 -1.906 1.31 0.68 -0.02
H 3.238 0.484 -2.010 0.10 0.28 0.54
H 2.625 2.140 -1.200 0.12 -2.39 -0.61
H 2.941 -0.274 1.818 0.71 -0.36 -0.71
H 4.016 0.841 1.121 1.02 1.81 -0.23
H 3.918 -0.746 0.359 0.57 -0.50 0.07
```
Forces are in eV/Å.

The value obtained for the energy above the lowest of the compared OMol25 structures with the same formula, charge and spin is 62.0 kcal per mole. The value obtained for the frontier orbital gap is 9.3 eV.

Atomic partial charges in e from the Löwdin method, atoms 1 to 4:
1 C -0.03
2 C 0.02
3 C 0.00
4 C -0.25

Record 2
Density functional theory data (wB97M-V/def2-TZVPD) for a 2-piece molecular cluster, C19H27Cl4N4O3P overall.

The geometry in XYZ format:
```
58
Properties=species:S:1:pos:R:3:forces:R:3
C 1.428 2.857 1.134 -0.03 0.16 -0.01
O 2.747 3.178 0.724 -0.34 -0.47 0.02
C 3.622 2.069 0.950 0.46 0.42 0.29
C 4.300 1.603 -0.340 -0.09 0.48 0.01
C 3.334 1.353 -1.519 0.26 -0.16 -0.08
C 3.195 -0.129 -1.907 0.56 0.38 0.32
C 2.640 -1.035 -0.795 -0.80 -0.31 -0.90
C 1.124 -1.173 -0.784 0.99 -0.31 0.32
C 0.268 -0.207 -1.088 -0.81 -0.11 0.12
C -1.201 -0.497 -0.988 -0.03 0.17 -0.04
O -2.012 -0.053 -1.781 0.49 -0.08 0.50
C -1.569 -1.427 0.154 0.18 0.42 -0.49
C -0.684 -2.440 0.467 1.12 0.18 -1.10
C -0.929 -3.318 1.486 0.37 -0.33 0.10
C -2.088 -3.159 2.198 0.11 -1.11 1.04
C -2.989 -2.159 1.920 -0.98 -0.47 -0.26
P -4.473 -2.098 2.967 0.66 1.23 1.94
N -4.141 -1.309 4.304 -0.33 0.07 -0.59
C -2.728 -1.272 0.890 -1.01 0.78 -0.57
C -3.669 -0.136 0.574 -0.18 0.13 0.27
C -3.139 1.279 0.978 0.20 0.40 0.66
N -1.689 1.310 1.209 0.15 -0.42 -0.82
N -3.858 1.725 2.183 -0.23 0.24 -0.52
N -3.389 2.271 -0.061 -0.19 -0.02 -0.01
C 0.584 -2.518 -0.356 -0.34 -0.17 -0.01
O 1.106 -3.572 -0.659 -0.08 0.67 0.37
H 1.121 1.906 0.678 -0.16 0.08 0.19
H 0.734 3.643 0.821 0.27 0.01 -0.15
H 1.355 2.791 2.230 0.05 -0.17 -0.13
H 4.393 2.433 1.644 -0.03 -0.22 -0.05
H 3.087 1.266 1.472 -0.02 -0.01 -0.22
H 4.995 2.401 -0.628 -0.08 -0.08 0.04
H 4.937 0.741 -0.105 -0.20 -0.03 -0.10
H 2.379 1.832 -1.282 0.04 -0.12 -0.10
H 3.723 1.884 -2.394 -0.13 -0.04 0.07
H 4.216 -0.481 -2.111 -0.13 0.04 -0.05
H 2.662 -0.235 -2.862 -0.13 -0.04 0.47
H 3.030 -2.044 -0.957 0.05 0.11 0.33
H 2.923 -0.674 0.201 0.23 -0.16 -0.13
H 0.586 0.779 -1.408 -0.17 -0.13 -0.22
H -0.214 -4.097 1.723 -0.07 0.00 -0.04
H -2.256 -3.852 3.019 -0.22 0.10 -0.05
H -4.805 -3.439 3.282 0.08 0.02 -0.75
H -5.567 -1.489 2.321 0.08 -0.72 -0.48
H -4.785 -0.526 4.379 0.12 -0.02 0.31
H -3.926 -0.100 -0.483 0.28 -0.21 0.05
H -4.621 -0.262 1.090 0.18 0.06 -0.01
H -1.441 1.135 2.173 -0.01 -0.04 -0.01
H -1.330 2.204 0.901 -0.08 0.08 0.20
H -3.472 1.272 3.007 -0.12 -0.15 -0.03
H -3.657 2.719 2.265 -0.03 -0.05 0.19
H -4.371 2.526 -0.067 0.01 -0.08 0.10
H -3.189 1.864 -0.970 0.12 0.06 0.03
Cl 3.699 -1.811 -7.556 0.00 0.03 0.05
C 3.541 -1.069 -5.961 -0.02 0.00 0.00
Cl 2.527 -2.087 -4.932 0.01 -0.06 -0.07
Cl 5.142 -0.900 -5.228 -0.03 0.00 -0.01
Cl 2.797 0.527 -6.122 0.02 -0.03 0.02
```
Forces are in eV/Å.

The value obtained for the frontier orbital gap is 7.9 eV. Its structure (SMILES) is COCCCCCC1=CC(=O)c2c(ccc([PH2]=N)c2CC(N)(N)N)C1=O.ClC(Cl)(Cl)Cl.

Atomic partial charges in e from the Löwdin method, atoms 1 to 4:
1 C -0.13
2 O -0.19
3 C -0.23
4 C -0.17

Record 3
Density functional theory data (wB97M-V/def2-TZVPD) for C38H40N5O3SW as an isolated structure.

The geometry in XYZ format:
```
88
Properties=species:S:1:pos:R:3:forces:R:3
W -0.350 -0.127 0.249 -0.33 -0.52 -0.03
C 2.888 2.803 -0.540 0.01 0.01 -0.03
N 2.871 1.357 -0.505 0.06 0.03 0.11
C 3.581 0.771 -1.626 -0.09 -0.04 -0.05
C 3.250 0.759 0.726 0.01 -0.06 -0.12
C 4.216 1.359 1.530 -0.01 0.04 0.04
C 4.650 0.771 2.705 -0.04 -0.06 -0.01
C 4.115 -0.453 3.071 0.02 0.06 -0.02
C 3.152 -1.052 2.278 -0.06 0.03 0.02
C 2.678 -0.470 1.098 0.05 0.02 0.05
N 1.607 -1.028 0.338 -0.17 0.03 0.08
C 1.626 -2.407 0.107 0.10 0.06 -0.09
C 2.654 -3.291 0.466 0.03 0.00 0.03
C 2.502 -4.667 0.352 -0.04 0.00 0.00
C 1.340 -5.217 -0.159 0.03 0.05 0.01
C 0.378 -4.352 -0.671 0.02 -0.03 -0.01
C 0.540 -2.986 -0.582 -0.03 0.06 -0.11
N -0.246 -2.046 -1.365 0.04 -0.01 0.07
C 0.521 -1.890 -2.626 -0.04 0.03 -0.06
C -1.586 -2.516 -1.735 -0.04 -0.10 0.07
H 3.903 3.231 -0.584 -0.01 0.01 0.01
H 2.351 3.126 -1.434 -0.01 -0.01 -0.02
H 2.370 3.198 0.335 0.02 0.00 -0.01
H 4.666 0.962 -1.570 0.00 0.02 -0.01
H 3.418 -0.308 -1.638 0.01 -0.01 0.01
H 3.191 1.185 -2.556 -0.01 -0.01 0.01
H 4.633 2.309 1.223 0.00 0.00 0.00
H 5.393 1.262 3.320 0.01 0.01 0.02
H 4.417 -0.933 3.992 0.01 -0.01 0.01
H 2.715 -1.975 2.623 0.01 -0.05 -0.05
H 3.583 -2.907 0.854 0.01 0.03 0.05
H 3.310 -5.309 0.682 0.01 -0.01 0.00
H 1.201 -6.289 -0.208 0.00 -0.01 0.00
H -0.494 -4.754 -1.169 -0.01 -0.01 0.00
H 0.672 -2.881 -3.072 -0.02 0.03 0.00
H -0.031 -1.254 -3.315 0.02 0.01 0.03
H 1.482 -1.429 -2.419 0.00 -0.01 0.01
H -1.527 -3.404 -2.373 0.00 0.01 0.01
H -2.161 -2.734 -0.841 0.02 0.02 -0.01
H -2.082 -1.726 -2.293 0.01 -0.01 -0.01
C -3.087 4.724 -1.205 -0.04 -0.06 0.06
C -3.632 3.887 -0.240 0.00 0.12 -0.10
C -2.834 2.953 0.394 0.02 -0.15 0.05
C -1.492 2.829 0.063 -0.08 -0.05 -0.08
C -0.938 3.683 -0.875 0.08 0.14 0.06
C -1.737 4.626 -1.507 0.05 -0.03 -0.01
N -0.719 1.850 0.803 0.15 0.24 0.16
N -0.494 2.374 1.991 0.03 0.02 -0.16
C -0.011 1.431 2.806 0.05 -0.09 0.06
C 0.286 1.717 4.163 0.01 -0.03 0.01
C 0.633 0.697 4.998 0.00 0.04 0.02
C 0.689 -0.626 4.500 0.00 -0.01 -0.08
C 0.442 -0.884 3.178 0.01 -0.12 0.11
C 0.099 0.140 2.259 -0.06 0.24 0.03
H -3.709 5.448 -1.716 -0.01 0.01 -0.01
H -4.685 3.949 0.004 0.00 -0.01 0.01
H -3.243 2.284 1.141 -0.03 0.01 -0.04
H 0.113 3.619 -1.106 0.02 -0.03 0.01
H -1.298 5.280 -2.249 0.01 0.02 -0.01
H 0.205 2.741 4.506 0.00 0.01 0.01
H 0.851 0.890 6.042 0.00 0.01 0.00
H 0.942 -1.440 5.170 0.00 -0.01 0.00
H 0.497 -1.908 2.822 0.00 0.00 -0.01
O -4.159 0.764 -1.321 0.21 -0.08 -0.04
C -2.954 0.692 -1.511 -0.12 -0.16 -0.12
O -2.141 0.121 -0.673 0.01 0.27 0.27
C -2.343 1.146 -2.802 0.11 0.05 0.02
C -3.234 1.449 -3.833 -0.01 0.03 0.01
C -2.797 1.840 -5.082 -0.06 0.00 -0.02
C -1.428 1.937 -5.312 0.07 -0.02 0.04
C -0.533 1.650 -4.301 -0.06 0.03 -0.08
C -0.959 1.253 -3.021 0.00 -0.05 0.17
S 0.355 1.054 -1.867 0.09 0.13 -0.28
H -4.288 1.366 -3.604 -0.02 0.00 -0.01
H -3.506 2.067 -5.867 -0.01 0.00 0.00
H -1.056 2.240 -6.284 0.00 0.00 0.00
H 0.532 1.740 -4.479 0.01 0.00 0.01
C -2.340 -3.425 2.129 0.00 0.06 0.02
C -2.190 -1.914 2.026 0.06 0.05 0.16
C -3.514 -1.220 1.744 0.04 -0.02 0.00
O -1.263 -1.645 0.998 -0.02 -0.07 -0.18
H -2.994 -3.687 2.963 0.00 -0.01 0.00
H -1.366 -3.892 2.283 0.01 -0.02 0.00
H -2.772 -3.826 1.210 0.00 -0.02 -0.01
H -1.794 -1.529 2.974 -0.07 -0.01 -0.06
H -3.935 -1.546 0.791 0.00 0.01 -0.01
H -3.375 -0.141 1.685 -0.01 -0.02 0.01
H -4.221 -1.445 2.546 -0.02 0.00 0.00
```
Forces are in eV/Å.

The value obtained for the frontier orbital gap is 6.4 eV. Its charge is -1.

Atomic partial charges in e from the Löwdin method, atoms 1 to 4:
1 W 1.68
2 C -0.12
3 N -0.27
4 C -0.11

Record 4
Density functional theory data (wB97M-V/def2-TZVPD) for one molecule with the formula C5H11N2P.

The geometry in XYZ format:
```
19
Properties=species:S:1:pos:R:3:forces:R:3
C -0.436 -1.802 1.800 0.02 -0.18 0.01
C -0.048 -0.485 1.218 0.24 0.34 0.23
N 0.104 0.527 1.970 -0.05 -0.54 0.46
P 0.592 1.931 1.156 -0.34 0.24 -0.63
N 0.380 1.243 -0.407 0.03 -2.65 0.30
C 1.192 1.669 -1.525 -0.25 0.02 -0.08
C 0.163 -0.326 -0.264 0.07 2.87 -0.39
C -1.016 -0.783 -1.104 0.13 -0.04 0.11
H -1.435 -1.725 2.224 -0.11 -0.06 0.01
H 0.245 -2.051 2.612 0.00 -0.04 0.01
H -0.424 -2.596 1.058 -0.01 -0.11 0.00
H -0.691 2.543 1.263 0.07 0.20 0.26
H 1.764 2.556 -1.246 0.04 0.02 -0.07
H 1.896 0.896 -1.849 0.06 0.00 0.00
H 0.547 1.933 -2.370 0.22 0.00 -0.09
H 1.079 -0.835 -0.592 0.02 0.05 0.04
H -1.940 -0.326 -0.754 -0.03 0.05 0.02
H -1.112 -1.865 -1.045 -0.10 -0.14 -0.09
H -0.861 -0.506 -2.144 0.00 -0.01 -0.09
```
Forces are in eV/Å.

The value obtained for the energy above the lowest of the compared OMol25 structures with the same formula, charge and spin is 0.0 kcal per mole. The value obtained for the frontier orbital gap is 8.9 eV. Its structure (SMILES) is CC1=NPN(C)[C@@H]1C.

Atomic partial charges in e from the Löwdin method, atoms 1 to 4:
1 C -0.03
2 C -0.43
3 N -0.16
4 P 0.83

Record 5
Density functional theory data (wB97M-V/def2-TZVPD) for one molecule with the formula C4H5NO.

The geometry in XYZ format:
```
11
Properties=species:S:1:pos:R:3:forces:R:3
C 1.580 0.446 0.018 -0.05 0.02 0.32
N 0.980 0.263 1.124 0.13 0.02 -0.41
C -0.255 -0.426 0.798 -0.08 -0.16 0.16
C -1.213 0.381 -0.053 -0.08 0.19 -0.02
C -0.236 -0.550 -0.701 -0.21 -0.14 -0.02
O 1.005 -0.017 -1.124 0.07 0.04 0.04
H 2.544 0.931 -0.110 -0.24 -0.07 0.00
H -0.560 -1.198 1.499 -0.10 0.20 -0.19
H -1.040 1.455 -0.058 0.06 -0.21 -0.15
H -2.260 0.096 -0.162 0.32 -0.07 0.30
H -0.578 -1.412 -1.261 0.17 0.17 -0.04
```
Forces are in eV/Å.

The value obtained for the energy above the lowest of the compared OMol25 structures with the same formula, charge and spin is 34.0 kcal per mole. The value obtained for the frontier orbital gap is 10.6 eV. Its structure (SMILES) is C1=N[C@H]2C[C@H]2O1.

Atomic partial charges in e from the Löwdin method, atoms 1 to 4:
1 C -0.21
2 N 0.10
3 C -0.25
4 C -0.04

Record 6
Density functional theory data (wB97M-V/def2-TZVPD) for a 2-piece molecular cluster, C3H10NS overall.

The geometry in XYZ format:
```
15
Properties=species:S:1:pos:R:3:forces:R:3
C -0.276 -0.044 1.785 1.99 1.13 1.00
C 1.191 0.024 1.316 0.00 -1.11 -1.30
C 1.296 -0.434 -0.203 -1.24 0.01 -0.54
S -0.176 0.090 -1.135 1.53 -1.00 -0.85
N -0.939 1.170 1.320 -1.46 -2.95 1.41
H -0.345 -0.058 2.886 -0.13 -0.21 -0.41
H -0.785 -0.920 1.355 -0.41 -0.02 0.18
H 1.535 1.037 1.409 0.33 0.45 0.01
H 1.929 -0.625 1.810 -0.64 0.08 0.33
H 2.112 0.057 -0.734 0.39 0.05 -0.09
H 1.363 -1.547 -0.405 -0.05 0.85 0.44
H -2.348 -0.857 -5.825 0.40 0.31 0.05
H -1.790 1.236 1.902 -0.11 1.31 -0.49
H -1.011 1.258 0.302 -0.19 1.42 0.30
H -1.756 -0.388 -5.783 -0.39 -0.31 -0.04
```
Forces are in eV/Å.

The spin multiplicity is 2. The value obtained for the energy above the lowest of the compared OMol25 structures with the same formula, charge and spin is 139.2 kcal per mole. The value obtained for the frontier orbital gap (alpha / beta) is 5.1 / 4.8 eV. Its charge is +2.

Atomic partial charges in e from the Löwdin method, atoms 1 to 4:
1 C -0.17
2 C -0.14
3 C -0.38
4 S 1.25

Record 7
Density functional theory data (wB97M-V/def2-TZVPD) for one molecule with the formula CH6N4O.

The geometry in XYZ format:
```
12
Properties=species:S:1:pos:R:3:forces:R:3
H -1.544 1.353 1.281 0.84 -1.37 2.00
N -0.822 0.686 1.772 0.10 1.32 -3.61
C -0.191 0.315 0.680 -0.26 0.12 0.97
N -0.768 0.469 -0.635 0.79 1.97 1.54
N 0.018 0.178 -1.788 0.61 0.22 -1.05
N 1.040 -0.390 0.707 -0.08 2.28 0.15
O 0.820 -1.556 -0.094 -2.98 -2.00 6.09
H -1.287 1.439 -0.569 1.35 -2.65 -1.25
H 0.281 -0.827 -1.774 -0.82 1.27 0.11
H 0.934 0.675 -1.951 -1.44 -0.15 1.06
H 1.472 -0.483 1.676 -1.02 -0.54 -1.74
H 0.045 -1.859 0.696 2.90 -0.47 -4.26
```
Forces are in eV/Å.

The value obtained for the energy above the lowest of the compared OMol25 structures with the same formula, charge and spin is 125.3 kcal per mole. The value obtained for the frontier orbital gap is 9.8 eV. Its structure (SMILES) is [H]/N=C(\NN)NO.

Atomic partial charges in e from the Löwdin method, atoms 1 to 4:
1 H 0.07
2 N 0.09
3 C -0.53
4 N -0.07

| no. | DFT total energy (hartree) | maximum force (eV Å⁻¹) |
| --- | --- | --- |
| 1 | -936.84105 | 3.92 |
| 2 | -3366.98164 | 2.39 |
| 3 | -2436.93245 | 0.62 |
| 4 | -647.95908 | 2.90 |
| 5 | -285.36032 | 0.45 |
| 6 | -572.29442 | 3.58 |
| 7 | -335.79698 | 7.07 |